53
Properties=species:S:1:pos:R:3 method="wB97M-V/def2-TZVPD" e_lumo_ev=-6.74 de_lowest_kcal_mol=7.19 charge=+3 largest_force_ev_per_a=4.1 multiplicity=1
Cl -0.569 0.018 -3.072
C 2.316 -3.020 5.412
C 2.723 -3.805 4.141
O 2.298 -4.781 3.708
N 3.917 -3.125 3.519
H 3.608 -2.275 3.079
H 4.495 -2.726 4.268
C 4.722 -3.932 2.495
H 1.262 -3.140 5.695
H 2.641 -2.013 5.367
H 2.956 -3.477 6.190
H 5.069 -3.286 1.672
H 3.969 -4.693 2.196
H 5.647 -4.340 2.941
C -4.691 -2.384 -0.846
C -4.204 -1.035 -1.144
O -4.621 0.031 -0.855
N -3.012 -1.027 -2.126
H -2.261 -0.281 -2.102
H -2.380 -1.755 -1.790
C -3.438 -1.191 -3.615
H -5.772 -2.407 -0.534
H -4.083 -2.818 -0.054
H -4.430 -2.934 -1.747
H -2.639 -0.824 -4.297
H -4.356 -0.615 -3.622
H -3.717 -2.236 -3.757
C 4.249 -2.014 -3.873
C 3.228 -1.539 -2.898
O 3.208 -1.845 -1.764
N 2.439 -0.329 -3.395
H 2.254 -0.464 -4.398
H 1.430 -0.354 -2.968
C 3.010 1.014 -3.064
H 4.466 -3.063 -3.635
H 5.201 -1.448 -3.888
H 3.917 -1.920 -4.923
H 3.735 1.407 -3.814
H 3.565 0.872 -2.099
H 2.152 1.677 -3.000
C -3.421 4.666 3.272
C -2.841 4.578 1.952
O -2.038 3.856 1.500
N -3.324 5.769 1.012
H -3.659 5.308 0.170
H -4.055 6.374 1.377
C -2.255 6.654 0.717
H -3.084 3.817 3.888
H -4.525 4.752 3.140
H -3.158 5.612 3.663
H -2.576 7.412 -0.024
H -1.367 6.099 0.302
H -2.001 7.179 1.626

---

51
Properties=species:S:1:pos:R:3 method="wB97M-V/def2-TZVPD" e_lumo_ev=0.25 de_lowest_kcal_mol=0.00 largest_force_ev_per_a=0.8 multiplicity=1
Zn -0.369 -0.028 0.012
I 1.119 0.290 -2.332
I -1.653 -0.425 2.441
C -0.345 -4.196 0.295
C -0.057 -3.175 -0.796
C -0.195 -3.750 -2.198
O -0.903 -2.013 -0.636
H 0.342 -5.043 0.191
H -1.359 -4.598 0.205
H -0.215 -3.793 1.298
H 0.961 -2.817 -0.656
H -1.120 -4.316 -2.334
H 0.659 -4.385 -2.430
H -0.187 -2.931 -2.922
H -1.803 -2.281 -0.845
C -2.868 1.537 -2.983
C -2.617 1.868 -1.544
C -3.853 2.335 -0.802
O -2.103 0.682 -0.879
H -3.172 2.433 -3.534
H -3.702 0.835 -3.078
H -1.964 1.165 -3.463
H -1.821 2.603 -1.445
H -4.366 3.132 -1.343
H -3.612 2.679 0.202
H -4.574 1.513 -0.720
H -2.779 0.002 -0.960
C 0.547 3.940 -0.453
C 1.197 2.840 0.369
C 1.947 3.369 1.577
O 0.153 1.929 0.832
H -0.293 4.372 0.104
H 0.159 3.523 -1.383
H 1.229 4.759 -0.675
H 1.807 2.218 -0.282
H 2.418 2.573 2.153
H 1.252 3.897 2.241
H 2.701 4.101 1.286
H -0.319 2.343 1.564
C 2.980 -2.503 1.429
C 1.943 -1.518 1.929
C 2.446 -0.680 3.070
O 1.519 -0.624 0.863
H 2.569 -3.215 0.717
H 3.370 -3.057 2.286
H 3.834 -1.990 0.978
H 1.030 -2.039 2.213
H 2.827 -1.270 3.901
H 1.658 0.006 3.379
H 3.290 -0.072 2.712
H 2.291 -0.222 0.444

---

55
Properties=species:S:1:pos:R:3 method="wB97M-V/def2-TZVPD" e_lumo_ev=-2.57 de_lowest_kcal_mol=0.00 charge=+1 largest_force_ev_per_a=2.3 multiplicity=1
Zn -1.266 0.220 0.020
Cl 1.088 2.500 0.103
C 0.220 1.308 -0.894
H 0.993 0.599 -1.262
H -0.263 1.909 -1.687
N -3.667 -1.998 -0.602
C -2.744 -1.710 -1.524
N -2.364 -2.725 -2.325
O -2.174 -0.582 -1.592
H -4.385 -2.676 -0.796
H -3.795 -1.240 0.079
H -2.641 -3.686 -2.119
H -1.587 -2.575 -2.931
C 2.663 -3.140 2.093
N 1.706 -2.675 1.108
C 1.382 -3.580 0.004
C 0.966 -1.572 1.232
C 1.323 -0.543 2.264
O 0.053 -1.324 0.374
H 3.488 -3.668 1.577
H 2.224 -3.890 2.794
H 3.061 -2.323 2.678
H 2.156 -4.330 -0.095
H 1.223 -3.050 -0.923
H 0.448 -4.097 0.196
H 2.285 -0.063 2.034
H 1.349 -1.023 3.252
H 0.592 0.264 2.269
C 4.274 1.568 -1.658
P 3.809 0.456 -0.289
C 5.124 -0.747 -0.595
C 4.584 1.371 1.131
H 5.291 1.994 -1.518
H 3.498 2.339 -1.756
H 4.284 0.953 -2.583
H 6.088 -0.244 -0.454
H 5.034 -1.073 -1.677
H 5.060 -1.672 0.015
H 5.623 1.705 0.935
H 4.591 0.731 2.013
H 3.980 2.262 1.404
C -6.017 1.790 -0.279
As -4.221 2.272 0.217
C -3.403 2.627 -1.526
C -4.461 3.731 1.543
S -3.140 0.528 1.286
H -6.233 2.415 -1.228
H -6.756 2.026 0.464
H -6.076 0.702 -0.455
H -3.443 3.685 -1.694
H -3.912 2.069 -2.307
H -2.366 2.255 -1.523
H -5.448 4.123 1.287
H -3.687 4.504 1.380
H -4.413 3.305 2.539

---

Repeat the first record exactly.
53
Properties=species:S:1:pos:R:3 method="wB97M-V/def2-TZVPD" e_lumo_ev=-6.74 de_lowest_kcal_mol=7.19 charge=+3 largest_force_ev_per_a=4.1 multiplicity=1
Cl -0.569 0.018 -3.072
C 2.316 -3.020 5.412
C 2.723 -3.805 4.141
O 2.298 -4.781 3.708
N 3.917 -3.125 3.519
H 3.608 -2.275 3.079
H 4.495 -2.726 4.268
C 4.722 -3.932 2.495
H 1.262 -3.140 5.695
H 2.641 -2.013 5.367
H 2.956 -3.477 6.190
H 5.069 -3.286 1.672
H 3.969 -4.693 2.196
H 5.647 -4.340 2.941
C -4.691 -2.384 -0.846
C -4.204 -1.035 -1.144
O -4.621 0.031 -0.855
N -3.012 -1.027 -2.126
H -2.261 -0.281 -2.102
H -2.380 -1.755 -1.790
C -3.438 -1.191 -3.615
H -5.772 -2.407 -0.534
H -4.083 -2.818 -0.054
H -4.430 -2.934 -1.747
H -2.639 -0.824 -4.297
H -4.356 -0.615 -3.622
H -3.717 -2.236 -3.757
C 4.249 -2.014 -3.873
C 3.228 -1.539 -2.898
O 3.208 -1.845 -1.764
N 2.439 -0.329 -3.395
H 2.254 -0.464 -4.398
H 1.430 -0.354 -2.968
C 3.010 1.014 -3.064
H 4.466 -3.063 -3.635
H 5.201 -1.448 -3.888
H 3.917 -1.920 -4.923
H 3.735 1.407 -3.814
H 3.565 0.872 -2.099
H 2.152 1.677 -3.000
C -3.421 4.666 3.272
C -2.841 4.578 1.952
O -2.038 3.856 1.500
N -3.324 5.769 1.012
H -3.659 5.308 0.170
H -4.055 6.374 1.377
C -2.255 6.654 0.717
H -3.084 3.817 3.888
H -4.525 4.752 3.140
H -3.158 5.612 3.663
H -2.576 7.412 -0.024
H -1.367 6.099 0.302
H -2.001 7.179 1.626